# 1
Entry from the OMol25 dataset: an isolated molecule of C4H7NO (the ωB97M-V functional and the def2-TZVPD basis).

Element x y z (Å)
1 C 1.6756 0.3378 -0.0640
2 N 0.2042 0.2563 -0.0686
3 C -0.4390 1.3464 -0.4219
4 C -0.3106 -0.9202 0.3817
5 C -1.6962 -1.2453 0.2821
6 O -2.2145 -2.2525 0.7457
7 H 1.9999 1.1155 -0.7556
8 H 2.0896 -0.6249 -0.3621
9 H 1.9982 0.5869 0.9486
10 H -1.5062 1.4148 -0.2743
11 H 0.1166 2.1556 -0.8726
12 H 0.3942 -1.6466 0.7627
13 H -2.3119 -0.5239 -0.3018

Results
HOMO-LUMO gap (eV): 7.742
LUMO energy (eV): 0.105
HOMO level (eV): -7.637
Energy above the lowest of the compared OMol25 structures with the same formula, charge and spin (kcal per mole): 66.9
Strongest force on any atom (eV/A): 0.3

=====

# 2
Entry from the OMol25 dataset: a cluster of 2 separate species, C3H8N2OS in total in a non-equilibrium geometry (the ωB97M-V functional and the def2-TZVPD basis).

Element x y z (Å)
1 N -0.3109 1.9470 -1.1080
2 C 0.0540 0.6308 -0.6664
3 C 1.2996 0.7252 0.4017
4 S -0.2565 -3.0862 -1.4065
5 C -0.2062 0.4151 0.7545
6 N -0.3887 -1.0143 1.2535
7 O -0.9042 1.3586 1.3666
8 H -0.8430 2.3276 -0.3977
9 H 0.2726 2.5052 -1.5572
10 H -0.2509 -0.1606 -1.3955
11 H 1.9590 -0.1595 0.5554
12 H 1.5784 1.6944 0.8908
13 H -0.4637 -4.3616 -1.1841
14 H -1.1246 -1.0202 1.9591
15 H -0.4148 -1.8014 0.5338

Results
HOMO-LUMO gap (eV): 3.712
LUMO energy (eV): -4.236
HOMO level (eV): -7.947
Energy above the lowest of the compared OMol25 structures with the same formula, charge and spin (kcal per mole): 182.4
Strongest force on any atom (eV/A): 8.3

=====

# 3
Entry from the OMol25 dataset: an isolated molecule of C21H28BrN3O3 (the ωB97M-V functional and the def2-TZVPD basis).

Element x y z (Å)
1 C -4.2139 -3.1278 -0.9931
2 C -3.7738 -2.4461 0.2942
3 O -2.3676 -2.1981 0.2860
4 C -1.5729 -3.2457 0.5167
5 O -1.9543 -4.3311 0.8961
6 C -0.1555 -2.9312 0.3360
7 N 0.7784 -3.8282 0.8004
8 C 2.0229 -3.3426 0.5796
9 C 3.2743 -3.8757 0.8797
10 C 4.3872 -3.1456 0.5329
11 C 4.2514 -1.9088 -0.1085
12 Br 5.8371 -0.9485 -0.5629
13 C 3.0312 -1.3600 -0.4206
14 C 1.8912 -2.0831 -0.0645
15 C 0.4939 -1.8428 -0.2171
16 N -0.0720 -0.7392 -0.8455
17 C -1.0369 -0.8162 -1.7980
18 O -1.3929 -1.8390 -2.3387
19 C -1.5916 0.5574 -2.1506
20 C -2.0372 1.3197 -0.8974
21 N -0.9008 1.7433 -0.0846
22 C -1.2178 1.8105 1.3336
23 C 0.0491 2.0703 2.1418
24 C 0.7201 3.3608 1.6817
25 C 0.9664 3.3622 0.1668
26 C 2.0600 2.3612 -0.2084
27 C 1.4042 4.7598 -0.2788
28 C -0.3495 3.0094 -0.5420
29 H -5.2979 -3.1257 -1.0617
30 H -3.7891 -2.6034 -1.8457
31 H -3.8573 -4.1543 -1.0091
32 H -4.0238 -3.0623 1.1648
33 H -4.2303 -1.4588 0.3961
34 H 0.5233 -4.7142 1.2063
35 H 3.3694 -4.8325 1.3687
36 H 5.3749 -3.5220 0.7491
37 H 2.9575 -0.4127 -0.9298
38 H 0.0640 0.1965 -0.4465
39 H -0.8225 1.1178 -2.6852
40 H -2.4401 0.4192 -2.8208
41 H -2.6586 0.6499 -0.2983
42 H -2.6578 2.1811 -1.1912
43 H -1.6558 0.8546 1.6336
44 H -1.9538 2.6077 1.5390
45 H 0.7305 1.2265 2.0252
46 H -0.2097 2.1440 3.1994
47 H 1.6648 3.4991 2.2100
48 H 0.0714 4.2040 1.9327
49 H 2.2075 2.3497 -1.2863
50 H 1.7991 1.3590 0.1161
51 H 3.0010 2.6393 0.2610
52 H 1.5825 4.7809 -1.3516
53 H 0.6419 5.4999 -0.0443
54 H 2.3235 5.0450 0.2267
55 H -0.1701 2.9408 -1.6175
56 H -1.0750 3.8260 -0.3753

Results
HOMO-LUMO gap (eV): 8.459
LUMO energy (eV): 0.350
SMILES: CCOC(=O)c1[nH]c2ccc(Br)cc2c1NC(=O)CCN1CCCC(C)(C)C1
HOMO level (eV): -8.109
Energy above the lowest of the compared OMol25 structures with the same formula, charge and spin (kcal per mole): 0.0
Strongest force on any atom (eV/A): 0.8

=====

# 4
Entry from the OMol25 dataset: a cluster of 12 separate species, C6H35NO12 in total in a non-equilibrium geometry (the ωB97M-V functional and the def2-TZVPD basis).

Element x y z (Å)
1 C 1.2776 1.9546 0.0622
2 C -0.2388 2.0726 0.5244
3 N -0.9044 0.7691 0.0358
4 C -1.3115 -0.2126 1.1437
5 C -0.4544 -1.4580 1.3891
6 C -1.3349 0.5032 -1.2443
7 C -0.4720 1.0451 -2.4078
8 O -2.2159 -0.3387 -1.4085
9 H 1.9858 1.6595 0.8469
10 H 1.5148 1.2861 -0.6692
11 H 1.5528 3.0396 -0.2730
12 H -0.7602 2.8536 -0.1456
13 H -0.4536 2.0431 1.5600
14 H -1.3010 0.4660 2.0164
15 H -2.4344 -0.5144 1.0402
16 H -0.8718 -2.2377 0.7464
17 H 0.5086 -1.2720 1.0806
18 H -0.4054 -1.7027 2.3436
19 H -1.0028 1.7645 -3.0121
20 H 0.0034 0.1862 -3.0567
21 H 0.3301 1.6941 -1.9305
22 O 2.5057 0.1236 -4.5001
23 H 1.6494 0.0426 -4.0536
24 H 3.1817 -0.6478 -4.1696
25 O -1.1815 -3.5029 -1.8492
26 H -1.5051 -2.8283 -1.3515
27 H -1.3145 -3.2045 -2.7642
28 O -4.0935 2.0781 -2.1555
29 H -3.7904 1.1965 -2.3871
30 H -3.9941 2.0400 -1.1935
31 O 0.9308 -1.7266 -2.1012
32 H 0.6460 -2.7253 -2.1241
33 H 1.7018 -1.8881 -1.5011
34 O -0.4884 0.2331 4.3266
35 H -0.6185 -0.0693 5.3021
36 H -1.1698 0.9678 4.3030
37 O 4.0600 -1.1679 0.7888
38 H 4.6452 -0.4507 0.5898
39 H 3.8931 -0.9920 1.8411
40 O -2.3366 -0.5195 -3.9698
41 H -1.6104 -0.5739 -3.3336
42 H -3.1006 -0.6868 -3.3816
43 O 2.4988 2.3451 3.0363
44 H 2.6417 1.8250 3.8443
45 H 2.1702 3.1791 3.0024
46 O 2.1128 -3.8622 -0.0837
47 H 3.1390 -3.9585 -0.0852
48 H 1.9131 -3.0043 0.4000
49 O -2.0092 2.3586 3.4952
50 H -1.5512 2.4166 2.6492
51 H -2.9154 2.1782 3.5052
52 O 2.1408 0.1172 3.9520
53 H 2.2876 0.1541 2.9984
54 H 1.1797 -0.1531 4.0615

Results
HOMO-LUMO gap (eV): 9.478
LUMO energy (eV): -0.143
SMILES: CCN(CC)C(C)=O.O.O.O.O.O.O.O.O.O.O.O
HOMO level (eV): -9.621
Energy above the lowest of the compared OMol25 structures with the same formula, charge and spin (kcal per mole): 158.9
Strongest force on any atom (eV/A): 5.8

=====

# 5
Entry from the OMol25 dataset: a structure of composition C38H33MoN2O5PS2 in a non-equilibrium geometry (the ωB97M-V functional and the def2-TZVPD basis).

Element x y z (Å)
1 Mo -0.8087 0.8773 -1.0625
2 O 3.0484 0.2570 -2.1745
3 S 2.2760 -0.0350 -1.0167
4 O 1.4508 -1.2252 -1.0209
5 N 1.0694 1.1906 -0.8733
6 C 1.5295 2.5156 -0.9554
7 C 2.8288 2.9784 -0.9683
8 C 3.0822 4.3594 -1.0481
9 C 2.0782 5.2875 -1.1463
10 C 0.7351 4.8549 -1.1875
11 C -0.3787 5.7007 -1.3659
12 C -1.6418 5.1537 -1.3722
13 C -1.8024 3.7759 -1.2139
14 N -0.7730 2.9456 -1.0842
15 C 0.4793 3.4672 -1.0687
16 C 3.2985 -0.1748 0.4586
17 C 4.5823 0.3404 0.5062
18 C 5.3422 0.1635 1.6540
19 C 4.8376 -0.5608 2.7237
20 C 3.5732 -1.1266 2.6383
21 C 2.7952 -0.9292 1.5072
22 H 3.6533 2.2862 -0.9544
23 H 4.1094 4.6861 -1.0430
24 H 2.2978 6.3430 -1.2113
25 H -0.2293 6.7604 -1.5061
26 H -2.5150 5.7715 -1.4981
27 H -2.7917 3.3252 -1.1840
28 H 5.0120 0.8401 -0.3462
29 H 6.3334 0.5869 1.6989
30 H 5.4378 -0.7043 3.6115
31 H 3.1981 -1.7311 3.4496
32 H 1.8204 -1.3826 1.4111
33 O -4.6683 1.1084 -1.1386
34 C -3.7463 0.3422 -1.1819
35 O -2.4823 0.7566 -1.3052
36 C -3.8485 -1.1415 -1.1417
37 C -5.1467 -1.6634 -1.0597
38 C -5.3612 -3.0270 -1.1169
39 C -4.2810 -3.8856 -1.2691
40 C -2.9928 -3.3798 -1.3142
41 C -2.7516 -2.0098 -1.2407
42 P -0.9409 -1.5687 -1.1898
43 C -0.6064 -2.5489 0.3058
44 C -1.2694 -2.0252 1.4186
45 C -1.1837 -2.6530 2.6456
46 C -0.4169 -3.8018 2.7767
47 C 0.2469 -4.3173 1.6758
48 C 0.1458 -3.7068 0.4342
49 C -0.4483 -2.2763 -2.7835
50 C -1.2337 -1.8558 -3.8604
51 C -0.9370 -2.2820 -5.1400
52 C 0.1438 -3.1247 -5.3544
53 C 0.9387 -3.5164 -4.2901
54 C 0.6605 -3.0822 -3.0043
55 H -5.9722 -0.9746 -0.9569
56 H -6.3631 -3.4248 -1.0537
57 H -4.4332 -4.9504 -1.3494
58 H -2.1456 -4.0497 -1.4077
59 H -1.8997 -1.1455 1.2824
60 H -1.7291 -2.2674 3.4932
61 H -0.3609 -4.3103 3.7270
62 H 0.8284 -5.2194 1.7791
63 H 0.6238 -4.1527 -0.4224
64 H -2.0880 -1.2038 -3.6895
65 H -1.5343 -1.9476 -5.9724
66 H 0.3669 -3.4679 -6.3529
67 H 1.7887 -4.1566 -4.4632
68 H 1.3187 -3.3249 -2.1863
69 O -1.7518 1.6315 1.3274
70 S -1.0293 1.0783 2.5183
71 C -1.4391 2.0589 4.0117
72 C -0.1882 1.7878 4.8258
73 C 0.9741 2.2644 3.9505
74 C 0.6290 1.9031 2.5022
75 H -2.3600 1.7053 4.4618
76 H -1.5376 3.1054 3.7366
77 H -0.0963 0.7141 5.0071
78 H -0.2004 2.2973 5.7868
79 H 1.9068 1.7935 4.2536
80 H 1.0873 3.3428 4.0615
81 H 1.3330 1.1964 2.0593
82 H 0.5260 2.7750 1.8495

Results
Total charge: +2
HOMO-LUMO gap (alpha / beta) (eV): 6.388 / 6.405
LUMO energy (alpha / beta) (eV): -7.519 / -7.516
HOMO level (alpha / beta) (eV): -13.907 / -13.921
Strongest force on any atom (eV/A): 3.7

=====

Which formula does entry 3 have? C21H28BrN3O3